(1)
{
  "formula": "C35H79BN2O13P2",
  "method": "wB97M-V/def2-TZVPD",
  "gap_ev": 7.261,
  "spin_multiplicity": 1,
  "largest_force_ev_per_a": 4.867,
  "smiles": "CCB(O)c1cc2c(c(P(N)O)c1)C(=O)N(P(C)O)C2=O.CC(C)O.CC(C)O.CC(C)O.CC(C)O.CC(C)O.CC(C)O.CC(C)O.CC(C)O",
  "e_lumo_ev": -0.98,
  "homo_ev": -8.24,
  "species": ["C", "C", "B", "O", "C", "C", "C", "C", "C", "P", "N", "O", "C", "C", "O", "N", "P", "C", "O", "C", "O", "H", "H", "H", "H", "H", "H", "H", "H", "H", "H", "H", "H", "H", "H", "H", "C", "C", "C", "O", "H", "H", "H", "H", "H", "H", "H", "H", "C", "C", "C", "O", "H", "H", "H", "H", "H", "H", "H", "H", "C", "C", "C", "O", "H", "H", "H", "H", "H", "H", "H", "H", "C", "C", "C", "O", "H", "H", "H", "H", "H", "H", "H", "H", "C", "C", "C", "O", "H", "H", "H", "H", "H", "H", "H", "H", "C", "C", "C", "O", "H", "H", "H", "H", "H", "H", "H", "H", "C", "C", "C", "O", "H", "H", "H", "H", "H", "H", "H", "H", "C", "C", "C", "O", "H", "H", "H", "H", "H", "H", "H", "H"],
  "coordinates": [[5.39908, -0.22317, -2.87753], [3.79018, -0.10693, -2.66098], [3.09307, -1.32863, -3.48627], [3.86924, -2.49968, -3.82522], [1.50172, -1.33065, -3.92574], [0.88511, -0.07355, -4.64174], [-0.64543, -0.05488, -4.77801], [-1.53186, -1.21473, -4.23999], [-0.94139, -2.42945, -3.49656], [-2.05690, -3.60664, -2.53272], [-3.73566, -3.02082, -2.47238], [-1.52184, -3.39722, -0.85451], [0.62192, -2.57794, -3.55724], [-3.01389, -0.82271, -4.67507], [-3.99391, -1.49592, -5.02845], [-2.92514, 0.66713, -4.64408], [-3.31703, 1.43691, -3.09830], [-2.05976, 1.01798, -1.73901], [-3.15193, 3.15123, -3.30707], [-1.66647, 1.04643, -5.32064], [-1.41357, 1.95109, -6.13290], [5.76880, -1.14405, -2.31220], [5.63768, -0.35831, -3.98520], [5.91562, 0.69869, -2.44958], [3.47081, 0.91088, -3.08045], [3.50525, -0.10792, -1.55381], [3.43236, -3.23027, -3.31641], [1.50374, 0.78524, -5.05120], [-3.65230, -2.00667, -2.24095], [-4.19454, -3.46020, -1.65551], [-1.37293, -2.41903, -0.78519], [1.07873, -3.60509, -3.30444], [-1.13083, 0.45645, -2.09368], [-2.50627, 0.42916, -0.86631], [-1.67626, 2.00845, -1.27851], [-2.91357, 3.55979, -2.44092], [-0.89155, -4.74014, -6.18648], [-0.06933, -5.86233, -5.57226], [-0.18444, -7.14028, -6.38853], [-0.51825, -6.10939, -4.23921], [-1.95342, -5.00554, -6.21666], [-0.81030, -3.83205, -5.58659], [-0.55853, -4.51779, -7.20368], [0.97987, -5.55852, -5.51040], [-1.22194, -7.48782, -6.42508], [0.40182, -7.94203, -5.93126], [0.16874, -6.98871, -7.41179], [-1.44536, -6.37916, -4.28167], [-4.04467, 1.97460, 2.92144], [-3.01150, 2.03520, 1.80799], [-1.65503, 2.47497, 2.33545], [-3.44968, 2.94986, 0.80332], [-4.18428, 2.95979, 3.37839], [-5.01704, 1.66836, 2.52642], [-3.74517, 1.26834, 3.69982], [-2.92160, 1.05270, 1.33630], [-1.71158, 3.47722, 2.77234], [-0.92478, 2.52546, 1.52251], [-1.28442, 1.78410, 3.09623], [-3.53244, 3.82225, 1.21096], [2.66049, -5.72229, 0.77546], [1.37653, -5.29437, 0.08302], [0.19600, -6.13670, 0.53785], [1.53259, -5.42138, -1.32973], [2.90337, -6.76397, 0.54074], [3.50333, -5.11632, 0.43114], [2.57582, -5.61957, 1.86044], [1.17876, -4.24005, 0.29448], [0.35291, -7.19283, 0.29412], [-0.71731, -5.82552, 0.02406], [0.03928, -6.04689, 1.61607], [1.70748, -6.35061, -1.52929], [1.19031, 6.47356, -1.84783], [-0.20045, 5.85978, -1.87512], [-0.89507, 6.12173, -3.20224], [-0.98196, 6.40804, -0.81417], [1.14086, 7.55970, -1.97201], [1.67327, 6.28749, -0.88431], [1.81988, 6.06059, -2.63999], [-0.13017, 4.78154, -1.70356], [-1.01762, 7.19603, -3.37418], [-1.89733, 5.68519, -3.20346], [-0.32825, 5.69796, -4.03491], [-1.04987, 7.36130, -0.95712], [-2.48713, -3.10234, 3.26818], [-3.97224, -3.00395, 2.95690], [-4.58802, -4.37978, 2.75677], [-4.15626, -2.22577, 1.77903], [-1.94538, -3.57694, 2.44343], [-2.05485, -2.10618, 3.39819], [-2.31234, -3.68097, 4.17900], [-4.48607, -2.48673, 3.77189], [-4.11862, -4.89871, 1.91457], [-5.65230, -4.29341, 2.52177], [-4.47653, -4.99656, 3.65223], [-3.70420, -2.67397, 1.05211], [0.64827, 4.55448, 5.80418], [-0.66298, 3.85641, 6.12914], [-0.91358, 3.81949, 7.62852], [-0.62987, 2.52433, 5.62071], [1.49421, 4.02612, 6.25570], [0.82094, 4.56363, 4.72455], [0.64732, 5.58551, 6.16689], [-1.48792, 4.37358, 5.63134], [-0.12162, 3.26573, 8.14319], [-1.85304, 3.30526, 7.84804], [-0.96136, 4.82843, 8.04601], [0.09655, 2.05757, 6.05457], [1.15712, -5.35694, 6.43265], [2.18106, -5.28570, 5.31071], [3.53559, -4.82525, 5.82606], [1.72300, -4.38164, 4.30709], [1.00713, -4.37240, 6.88743], [0.18605, -5.67800, 6.04620], [1.47221, -6.05633, 7.21117], [2.28111, -6.26835, 4.84145], [3.46788, -3.82230, 6.25993], [4.25824, -4.76769, 5.00767], [3.92209, -5.50864, 6.58642], [1.63095, -3.50895, 4.71166], [3.05405, 10.59417, 0.32359], [3.33158, 9.19282, -0.19769], [4.73576, 8.73552, 0.16490], [3.17823, 9.17495, -1.61552], [3.74817, 11.31842, -0.11480], [2.04614, 10.91429, 0.04614], [3.14721, 10.63646, 1.41178], [2.59918, 8.49465, 0.21698], [5.48814, 9.39549, -0.27901], [4.92534, 7.73207, -0.22557], [4.87943, 8.72212, 1.24833], [3.82160, 9.78947, -1.99270]],
  "forces_ev_per_a": [[-0.6, -0.1, 0.7], [0.9, 0.3, -1.1], [-0.1, -0.8, -0.3], [-1.7, 1.0, 1.8], [-2.8, -0.1, -0.9], [-3.1, -2.9, 1.5], [1.2, -2.5, 1.0], [3.0, 0.0, -0.1], [1.2, 3.6, -2.0], [-0.1, -2.0, 1.3], [2.2, 1.5, 0.5], [-0.3, 1.8, -2.3], [-1.7, 3.2, -0.4], [-0.6, -1.3, 0.3], [3.8, 2.7, 1.4], [0.6, 1.5, -1.5], [-2.1, 0.6, 1.3], [1.9, 0.6, 0.5], [0.8, -1.9, 0.4], [2.3, 0.0, -0.9], [-1.4, -2.9, 3.1], [-0.4, 1.3, -0.9], [-0.2, 0.3, 1.6], [-0.6, -1.2, -0.7], [0.2, -1.3, 0.6], [0.4, -0.1, -1.5], [0.5, 0.4, -1.0], [-0.8, -1.3, 0.8], [-0.8, -0.7, -0.2], [0.5, 0.1, -0.7], [0.0, -1.0, 0.4], [-0.7, 1.9, 0.1], [-1.1, 0.7, 0.4], [0.1, 0.8, -1.5], [-0.6, -1.5, -0.7], [-0.2, -0.6, -0.8], [0.1, 0.2, 0.0], [-0.7, -0.2, -0.2], [0.3, -0.2, 0.0], [0.4, 0.0, 0.1], [0.1, -0.1, -0.1], [0.1, -0.1, -0.1], [-0.1, 0.0, 0.0], [-0.1, 0.0, 0.2], [0.0, 0.2, 0.0], [0.0, 0.1, 0.0], [-0.1, 0.0, 0.0], [0.1, 0.2, 0.0], [-0.3, -0.2, 0.0], [0.1, 0.6, 0.5], [0.3, -0.2, -0.1], [0.0, -0.1, -0.4], [0.2, 0.0, 0.0], [0.1, -0.1, 0.0], [0.0, 0.1, 0.0], [-0.1, 0.1, -0.1], [-0.1, -0.1, 0.1], [-0.1, -0.1, 0.0], [0.0, 0.1, 0.0], [0.0, -0.2, -0.1], [0.2, 0.2, 0.1], [0.1, -0.7, 0.1], [-0.3, 0.1, 0.0], [0.1, 0.4, -0.3], [-0.1, 0.0, 0.0], [-0.1, 0.0, 0.1], [0.0, 0.0, -0.1], [0.0, -0.1, -0.2], [0.1, 0.0, 0.1], [0.1, 0.1, 0.1], [0.0, 0.0, 0.0], [-0.1, 0.2, 0.0], [0.1, -0.1, 0.1], [0.1, 0.7, -0.3], [-0.2, -0.2, -0.1], [-0.2, -0.2, 0.3], [0.0, -0.1, -0.1], [0.0, -0.1, -0.1], [0.0, 0.1, 0.0], [-0.1, 0.1, 0.2], [0.2, 0.0, 0.0], [0.1, 0.0, -0.1], [-0.1, 0.0, 0.0], [0.0, -0.2, 0.0], [0.2, 0.2, 0.2], [0.4, -0.5, -0.3], [-0.3, -0.1, 0.1], [-0.2, 0.4, -0.1], [-0.1, -0.1, 0.0], [-0.1, -0.1, 0.1], [0.0, 0.0, -0.1], [0.0, 0.1, -0.2], [0.1, 0.0, 0.1], [0.1, 0.0, 0.1], [0.0, 0.0, -0.1], [0.0, 0.0, 0.1], [0.0, 0.2, -0.3], [0.6, -0.2, 0.4], [-0.3, 0.0, 0.1], [-0.2, -0.1, -0.2], [-0.1, 0.0, 0.1], [-0.1, 0.0, 0.1], [0.0, -0.1, 0.0], [0.0, -0.2, -0.1], [0.1, 0.1, -0.1], [0.0, 0.1, -0.1], [0.0, -0.1, 0.0], [-0.1, 0.1, 0.0], [-0.2, -0.2, 0.0], [0.0, 0.5, 0.5], [0.3, -0.1, -0.1], [-0.1, -0.1, -0.3], [0.1, 0.0, 0.0], [0.1, 0.0, 0.0], [0.0, 0.1, 0.0], [-0.1, 0.2, -0.1], [-0.1, -0.1, 0.1], [-0.1, -0.1, 0.1], [0.0, 0.1, 0.0], [0.0, -0.2, 0.0], [-0.3, 0.1, 0.1], [0.5, 0.5, -0.1], [0.1, -0.3, 0.1], [-0.2, -0.2, -0.1], [0.1, -0.1, 0.1], [0.1, -0.1, 0.1], [0.0, 0.0, -0.1], [0.0, 0.0, -0.2], [-0.1, 0.1, 0.1], [-0.1, 0.1, 0.1], [0.0, 0.0, -0.1], [-0.1, -0.1, 0.1]]
}

***

(2)
{
  "formula": "C35H80BClHfN5O19",
  "method": "wB97M-V/def2-TZVPD",
  "gap_ev": 8.560,
  "charge": 1,
  "spin_multiplicity": 1,
  "largest_force_ev_per_a": 4.513,
  "de_lowest_kj_mol": 201.6,
  "e_lumo_ev": -2.15,
  "homo_ev": -10.71,
  "species": ["Hf", "O", "H", "Cl", "O", "C", "O", "B", "O", "C", "O", "O", "C", "O", "C", "O", "O", "C", "O", "C", "C", "N", "C", "C", "O", "C", "H", "H", "H", "H", "H", "H", "H", "H", "H", "H", "H", "H", "H", "H", "H", "C", "O", "C", "C", "N", "C", "C", "O", "C", "H", "H", "H", "H", "H", "H", "H", "H", "H", "H", "H", "H", "H", "H", "H", "C", "O", "C", "C", "N", "C", "C", "O", "C", "H", "H", "H", "H", "H", "H", "H", "H", "H", "H", "H", "H", "H", "H", "H", "C", "O", "C", "C", "N", "C", "C", "O", "C", "H", "H", "H", "H", "H", "H", "H", "H", "H", "H", "H", "H", "H", "H", "H", "C", "C", "C", "O", "C", "N", "H", "H", "H", "H", "H", "H", "H", "H", "H", "H", "H", "C", "C", "C", "O", "H", "H", "H", "H", "H", "H", "H", "H"],
  "coordinates": [[0.16934, 1.16732, 1.73784], [0.63627, 0.50734, 0.01937], [0.96247, -0.17450, -0.63427], [0.73680, 1.66996, 4.11802], [-4.25135, -2.70472, 7.96777], [-3.51704, -2.74735, 7.04262], [-3.61017, -1.96115, 5.90117], [-2.43645, -2.27968, 5.07851], [-1.55358, -3.03385, 5.74848], [-2.18266, -3.42892, 6.94406], [-1.79567, -4.27855, 7.71670], [-1.80282, -0.94935, 4.51550], [-1.70896, -1.01744, 3.25043], [-1.20832, -0.16398, 2.53350], [-2.42508, -2.32653, 2.70025], [-2.94962, -2.93017, 3.77762], [-2.50056, -2.74339, 1.56977], [-3.18258, -5.94328, -2.15433], [-3.07963, -4.48108, -1.99892], [-4.40080, -3.84851, -1.96562], [-4.28219, -2.34769, -1.57188], [-3.63752, -1.52904, -2.59768], [-4.40282, -1.37676, -3.79236], [-4.17188, 0.03110, -4.41345], [-2.73182, 0.27361, -4.74511], [-2.28827, -0.39973, -5.93071], [-2.12828, -6.38226, -2.06275], [-3.52371, -6.24237, -3.15791], [-3.89990, -6.33484, -1.39463], [-5.07172, -4.26577, -1.20681], [-4.87378, -3.95672, -2.95748], [-3.88780, -2.15535, -0.61339], [-5.29102, -1.89211, -1.58154], [-2.72586, -1.77993, -2.85639], [-5.44178, -1.51888, -3.58600], [-4.14950, -2.15709, -4.49506], [-4.26093, 0.72554, -3.58764], [-4.85500, 0.33500, -5.22349], [-2.46949, -1.49640, -5.83255], [-1.25850, -0.17517, -6.05735], [-2.85556, -0.10849, -6.86928], [1.62044, -0.69975, -2.84392], [1.27026, -1.57442, -1.76047], [0.09906, -2.27794, -1.99307], [-0.31357, -3.03788, -0.79660], [0.77255, -3.67199, -0.05818], [1.46834, -4.61246, -0.84640], [2.41781, -5.43774, 0.01715], [1.71200, -6.44037, 0.77187], [2.60222, -7.47614, 1.30015], [2.71033, -0.42327, -2.72337], [0.99026, 0.22087, -2.91014], [1.46356, -1.31305, -3.76728], [0.24398, -2.86362, -2.91269], [-0.77869, -1.58127, -2.27022], [-1.06716, -3.72251, -1.24187], [-0.89582, -2.46208, -0.13400], [0.31957, -4.07291, 0.74071], [2.07137, -4.11483, -1.64307], [0.78079, -5.22825, -1.39015], [3.01556, -4.78384, 0.72684], [3.08749, -5.96490, -0.64852], [3.27906, -7.11595, 2.09018], [3.30247, -7.70516, 0.41995], [1.94961, -8.28675, 1.66390], [-1.96133, 0.53823, -0.92171], [-1.84806, 1.22375, 0.33876], [-3.08824, 1.73594, 0.85134], [-2.62060, 3.08770, 1.57738], [-1.50749, 2.88779, 2.46862], [-0.78385, 4.16467, 2.70230], [-0.01048, 4.48696, 1.48914], [0.61258, 3.23471, 1.00221], [1.34607, 3.48922, -0.27367], [-2.73176, 0.93861, -1.63068], [-2.08404, -0.54615, -0.69635], [-0.98313, 0.71553, -1.47181], [-3.36727, 1.12203, 1.64366], [-3.82470, 1.88458, 0.05129], [-3.44329, 3.64135, 2.04778], [-2.31334, 3.79656, 0.75863], [-1.74402, 2.58508, 3.37950], [-0.09166, 4.10752, 3.56522], [-1.54699, 4.91124, 2.78508], [0.78777, 5.29249, 1.69190], [-0.62097, 4.79856, 0.65093], [1.91755, 4.38380, -0.24268], [0.58668, 3.72608, -1.05854], [2.00081, 2.64625, -0.54724], [3.24738, 2.84714, 2.30687], [2.56522, 1.67183, 1.86592], [3.43287, 0.57281, 2.05949], [2.76335, -0.65573, 1.46798], [1.49249, -0.84390, 2.06713], [1.53716, -1.50768, 3.43167], [1.38655, -3.02967, 3.51473], [0.09732, -3.52138, 3.28864], [0.00346, -4.88096, 3.74332], [4.12734, 2.90481, 1.70336], [3.63855, 2.76971, 3.34723], [2.58728, 3.75430, 2.25499], [3.53749, 0.40388, 3.15524], [4.41924, 0.79806, 1.60184], [3.43426, -1.48517, 1.69783], [2.70498, -0.58497, 0.37104], [0.98573, -1.44867, 1.40282], [0.76785, -1.02129, 4.04163], [2.48726, -1.26915, 3.85007], [1.73018, -3.24575, 4.48330], [2.07490, -3.54393, 2.79867], [-0.81420, -5.32348, 3.16666], [-0.17622, -4.66754, 4.79195], [0.96604, -5.38461, 3.52411], [4.99920, 2.81868, -1.86571], [5.98110, 3.63201, -0.95962], [5.38538, 4.99332, -0.63401], [4.10217, 5.01465, 0.00071], [3.56551, 6.35425, -0.00610], [6.17217, 2.81233, 0.24992], [4.57413, 3.54254, -2.59062], [4.17758, 2.46383, -1.25087], [5.45106, 1.96128, -2.30050], [6.88209, 3.90366, -1.48450], [5.36288, 5.60161, -1.56783], [6.12497, 5.32343, 0.15592], [3.61278, 6.65838, -1.04042], [4.19194, 7.05044, 0.57340], [2.51319, 6.36256, 0.36753], [6.26991, 1.85119, -0.08130], [7.02099, 2.94275, 0.83632], [-1.50529, 6.68745, -3.48991], [-2.18751, 5.30472, -3.30403], [-1.78696, 4.36911, -4.44702], [-1.95055, 4.61434, -2.01245], [-0.45071, 6.70689, -3.29650], [-1.96612, 7.48960, -2.89147], [-1.66875, 6.95349, -4.54089], [-3.29109, 5.44078, -3.25751], [-0.74911, 4.07735, -4.28318], [-1.83283, 4.84672, -5.43216], [-2.36848, 3.44104, -4.49828], [-2.12011, 3.68783, -2.17229]],
  "forces_ev_per_a": [[0.6, 0.7, 0.4], [0.6, -0.7, -1.7], [-0.5, 0.6, 0.9], [0.0, 0.0, 0.2], [-0.2, -0.5, 0.0], [-0.1, 2.7, -1.3], [0.5, -1.1, 0.8], [-3.4, 1.8, -2.4], [1.2, -2.0, 3.4], [1.5, -2.8, 0.6], [-0.1, 1.9, -1.8], [0.1, -0.4, -0.4], [-1.4, -1.7, 0.9], [0.2, 0.4, -0.8], [-0.6, -1.5, 1.1], [1.4, 1.4, -0.7], [0.3, 1.2, 0.7], [0.8, 0.6, 0.3], [-1.4, -0.8, -0.1], [0.8, 0.4, 0.5], [-0.8, -0.2, -2.7], [-0.8, 0.9, 1.0], [0.6, 0.9, -1.3], [1.7, -0.1, 0.5], [-1.5, -0.6, -0.6], [-2.2, -0.6, -0.2], [-1.6, 0.7, 0.3], [-0.1, 0.4, 0.2], [0.8, 0.1, -0.4], [0.3, -0.6, -0.1], [0.1, 0.1, 0.3], [0.8, -0.2, 1.2], [0.1, -0.7, 0.4], [1.4, -0.7, 0.1], [-0.8, 0.2, 0.2], [0.0, -0.3, -0.7], [-0.5, 0.2, 0.1], [0.4, -0.4, 0.0], [0.5, 0.6, -0.1], [0.9, 0.1, -0.1], [0.5, 0.1, 1.1], [0.6, -0.7, -0.5], [1.1, 2.0, 0.3], [-1.4, 1.2, -1.6], [-0.4, -1.4, -0.7], [-1.0, 1.9, 0.1], [1.6, -0.4, 0.0], [-0.1, -0.3, 0.7], [0.6, 0.0, 0.5], [0.3, 1.1, -1.9], [-1.3, -0.3, -0.2], [0.3, -0.6, 0.2], [0.4, 0.8, 0.3], [0.0, -0.4, 0.3], [1.2, -0.7, 0.4], [0.3, -0.3, 0.5], [-0.5, 1.0, 0.9], [0.1, -0.6, 0.5], [-0.2, 0.0, 0.7], [-0.5, -1.0, -0.4], [-0.6, -0.5, -0.8], [0.6, -0.1, -0.2], [-0.5, 0.1, 0.1], [-1.0, -0.6, 1.3], [0.6, 0.3, -0.4], [1.3, -0.3, -1.1], [-0.4, 0.7, -0.7], [2.2, 2.7, 0.5], [-1.5, 0.4, -2.4], [1.6, -0.2, -0.5], [0.1, -0.6, 0.1], [1.9, 0.3, -1.2], [0.8, 1.2, -0.8], [-1.5, -0.4, -0.6], [0.2, -0.4, 1.2], [-0.2, 0.8, -0.5], [-1.2, -0.4, 0.8], [-1.2, -1.5, 1.0], [0.2, 0.0, 0.5], [-0.1, -0.5, 0.2], [-0.1, -0.8, 0.6], [-0.8, -0.7, 1.0], [-0.9, -0.2, -0.3], [-0.2, 0.9, 0.7], [-1.0, -1.3, -0.3], [-0.2, 0.4, -0.1], [0.7, 0.5, 0.8], [0.3, -0.7, 0.5], [-0.7, 0.3, 0.5], [-0.3, 1.0, 1.1], [-0.3, 0.2, -0.1], [0.0, -0.7, 0.3], [2.5, 0.3, -0.5], [-2.2, -0.9, 0.6], [-1.3, 0.0, -0.9], [0.5, 0.5, -2.1], [0.1, 0.9, -1.0], [0.3, 1.1, -0.4], [0.4, 0.7, -0.7], [-0.7, -0.3, -0.4], [0.7, -1.1, -0.2], [0.2, 0.3, -0.5], [-0.5, -0.2, 0.3], [0.0, -0.3, -0.1], [-0.1, -0.1, 0.5], [0.0, -0.1, 0.6], [0.3, -0.2, 0.0], [0.7, 0.2, 0.5], [0.4, -0.6, 1.7], [-0.1, 0.4, 0.3], [0.1, -0.1, 0.6], [-0.2, -1.4, 0.4], [-0.6, -0.1, 0.2], [0.0, 2.0, 0.6], [-2.1, -0.9, 0.1], [0.8, 0.3, 1.5], [-0.1, 0.1, -0.2], [0.4, -0.7, 0.1], [0.8, -0.7, 0.3], [0.3, -0.8, 0.0], [-0.1, 0.1, 0.2], [0.5, -0.6, -0.7], [0.6, -0.2, -0.4], [0.2, -0.1, 0.7], [-0.6, 0.8, -1.0], [-0.4, 0.6, -0.4], [-0.2, -0.3, 0.1], [0.9, -0.2, -0.2], [-0.1, 0.2, 0.2], [-0.7, 0.5, -0.9], [-1.2, -0.3, 0.4], [-0.9, -0.3, 0.2], [0.2, -0.1, 0.1], [0.8, 1.2, -0.5], [0.6, -0.3, 0.1], [0.1, -0.4, -0.1], [0.1, 0.0, 0.2], [0.6, 0.2, -0.6], [0.2, 0.0, -0.1], [-0.1, 0.0, 0.3], [-0.1, 0.2, 0.1], [-0.1, -0.3, -0.2]]
}